Entry 1:
ORCA calculation (the ωB97M-V functional and the def2-TZVPD basis) on a cluster of 2 separate species, C7H14S2 in total.

```
23
Properties=species:S:1:pos:R:3:nbo_charge:R:1
S 0.093 0.035 -2.073 -0.088
S -3.991 -0.886 -1.907 0.053
C 1.390 -1.220 0.426 -0.626
C 0.311 0.430 2.048 -0.630
C 2.138 1.131 0.349 -0.587
C -0.297 0.468 -0.302 -0.059
C -1.365 1.193 -0.010 -0.418
C -2.824 -1.999 -2.104 -0.442
C 0.856 0.125 0.619 -0.121
H 2.529 1.116 -0.712 0.225
H 2.884 0.927 1.097 0.208
H -0.054 1.423 -2.363 0.159
H -2.375 -2.408 -1.172 0.198
H -2.006 1.659 -0.690 0.211
H -1.553 1.412 1.046 0.213
H 0.327 1.528 2.207 0.214
H 0.705 -2.068 0.658 0.213
H 2.395 -1.259 0.796 0.220
H 1.450 -1.543 -0.624 0.223
H -2.532 -2.240 -3.057 0.187
H -0.678 -0.059 2.278 0.222
H 1.690 2.047 0.512 0.200
H 0.905 0.190 2.981 0.223
```

Computed properties:
**M**: 162.32 g mol⁻¹
**Structure (SMILES)**: C=C(S)C(C)(C)C.C=S
**Charge**: 0
**Orbital gap**: 8.426 eV
**LUMO**: -0.24 eV

***

Entry 2:
ORCA calculation (the ωB97M-V functional and the def2-TZVPD basis) on a structure of composition C7H15AlO4.

```
27
Properties=species:S:1:pos:R:3:mulliken_spin:R:1
Al 0.723 0.032 1.639 0.013
O -0.345 -2.616 -1.141 0.138
O -0.784 -0.785 1.176 -0.019
O 1.872 -0.488 0.277 -0.038
O 0.322 -0.190 3.530 0.000
C 0.144 -2.180 -2.327 0.819
C -1.585 -2.074 -0.727 -0.009
C -1.629 -0.935 2.325 -0.001
C -0.709 -1.117 3.530 0.001
C 2.647 -1.011 -0.761 0.045
C 1.608 0.952 0.303 0.004
C -1.436 -0.711 -0.083 0.032
H 1.086 -2.532 -2.744 0.015
H -0.604 -2.010 -3.111 0.019
H -2.234 -0.017 2.422 0.000
H -0.323 -2.157 3.510 0.000
H 2.093 -1.944 -1.136 -0.017
H -2.016 -2.789 -0.014 0.003
H 2.579 1.476 0.366 0.001
H -0.826 -0.056 -0.722 0.001
H -2.268 -1.992 -1.588 0.001
H 3.679 -1.192 -0.416 0.005
H -2.299 -1.798 2.192 0.000
H 1.113 1.225 -0.648 0.005
H 2.645 -0.335 -1.631 -0.014
H -2.425 -0.246 0.040 -0.003
H -1.347 -1.038 4.433 0.000
```

Computed properties:
**M**: 190.18 g mol⁻¹
**Charge**: +1
**Orbital gap (alpha / beta)**: 8.354 / 10.830 eV
**LUMO (alpha / beta)**: -2.98 / -3.05 eV
**<S²>**: 0.753
**Spin multiplicity**: 2

***

Entry 3:
ORCA calculation (the ωB97M-V functional and the def2-TZVPD basis) on a structure of composition C7H15B3IMgNO4.

```
32
Properties=species:S:1:pos:R:3:nbo_charge:R:1
I -3.426 -1.170 -2.730 0.259
Mg -0.798 -0.512 0.640 1.837
O -1.771 2.454 1.249 -0.822
O -2.835 1.012 -0.287 -0.834
O -2.043 -3.005 -0.957 -0.492
O -2.799 0.465 1.991 -0.844
N 4.445 -1.470 0.104 -0.820
C 2.356 -0.417 -0.605 -0.429
C 0.171 0.758 -1.286 -0.371
C 1.323 0.650 -0.265 -0.362
C -2.774 -2.059 -0.932 0.373
C 3.288 -0.715 0.568 -0.216
C -3.158 -1.475 0.428 -0.969
C -0.619 2.093 -1.036 -0.818
B -1.797 1.928 -0.028 1.150
B -1.827 1.457 2.182 0.913
B -3.023 0.069 0.674 1.017
H 0.082 2.783 -0.567 0.269
H -0.565 -0.082 -1.168 0.053
H 2.751 -1.293 1.327 0.176
H 2.954 -0.042 -1.436 0.263
H 3.563 0.231 1.048 0.187
H -2.489 -2.005 1.140 0.236
H 1.801 1.616 -0.128 0.283
H 1.866 -1.332 -0.954 0.208
H 0.912 0.349 0.751 0.021
H -0.972 1.288 2.998 -0.036
H 5.240 -0.849 -0.001 0.378
H -4.154 -1.801 0.752 0.390
H 4.740 -2.130 0.814 0.381
H -0.941 2.551 -1.971 0.314
H 0.497 0.653 -2.316 0.305
```

Computed properties:
**M**: 360.85 g mol⁻¹
**Charge**: +2
**Orbital gap**: 4.836 eV
**LUMO**: -10.40 eV

***

Entry 4:
ORCA calculation (the ωB97M-V functional and the def2-TZVPD basis) on a cluster of 2 separate species, C7H15BClF2NO7P in total.

```
35
Properties=species:S:1:pos:R:3:nbo_charge:R:1
Cl -3.532 5.104 -0.842 -0.068
P -0.982 -0.920 1.030 1.483
F -1.365 -0.250 -1.389 -0.172
F 0.611 -5.190 -0.153 -0.313
O 3.525 -3.449 -0.521 -0.453
O 1.075 3.304 0.348 -0.944
O -2.453 -1.885 0.903 -0.911
O -0.965 -0.283 2.651 -0.930
O 2.776 -1.314 -0.185 -0.619
O 1.541 1.430 2.043 -0.905
O 1.315 -3.066 -0.245 -0.487
N -0.982 0.368 -0.215 -0.121
C -1.998 4.152 -0.336 -0.369
C 2.881 -4.706 -0.466 -0.136
C -2.003 2.668 -1.086 -0.472
C 2.556 -2.508 -0.304 0.988
C 1.467 -4.359 -0.787 0.441
C 0.442 0.826 -0.425 -0.702
C -1.989 1.468 0.029 -0.306
B 1.031 1.846 0.721 1.194
H 1.126 -0.151 -0.407 0.330
H -1.948 1.924 1.132 0.251
H -1.077 4.812 -0.648 0.258
H 2.002 3.423 -0.065 0.519
H -3.064 0.949 -0.031 0.271
H 1.242 -4.337 -1.859 0.164
H 2.996 -5.130 0.537 0.216
H -2.986 2.657 -1.758 0.277
H -0.991 0.719 2.676 0.508
H -1.103 2.670 -1.833 0.248
H -3.139 -1.340 1.415 0.495
H 0.579 1.294 -1.489 0.296
H -2.014 4.082 0.832 0.218
H 3.313 -5.400 -1.192 0.225
H 2.112 0.592 1.918 0.527
```

Computed properties:
**M**: 340.43 g mol⁻¹
**Charge**: +1
**Orbital gap**: 9.714 eV
**LUMO**: -3.79 eV

***

Entry 5:
ORCA calculation (the ωB97M-V functional and the def2-TZVPD basis) on a cluster of 2 separate species, C7H15BI2O8P2 in total.

```
35
Properties=species:S:1:pos:R:3:nbo_charge:R:1
I -2.894 -0.846 1.839 0.161
I 2.040 -1.170 2.761 0.103
P 0.114 0.237 0.431 0.736
P -0.075 -1.717 -0.791 2.019
O -0.577 0.464 -4.753 -0.947
O 0.807 -1.227 -5.245 -0.964
O 1.183 -2.638 -0.299 -1.017
O 0.200 -1.379 -2.315 -0.973
O 0.429 1.575 1.545 -0.886
O -1.338 -2.457 -0.572 -1.127
O -1.410 -1.560 -5.279 -0.911
O -1.833 2.356 0.081 -0.939
C 0.101 -0.808 1.931 -0.453
C 1.274 2.618 1.121 -0.062
C -0.407 -0.781 -5.094 0.923
C -0.942 -2.225 3.756 -0.673
C -1.921 0.637 -1.838 -1.172
C 2.751 2.367 1.419 -0.632
C -0.945 -1.330 2.545 -0.164
B -1.427 1.203 -0.526 0.900
H -1.950 -2.405 4.130 0.222
H -0.354 -1.765 4.561 0.222
H 1.346 0.501 -0.200 -0.008
H 3.098 1.407 1.021 0.209
H -2.685 1.302 -2.262 0.244
H 1.094 -1.259 -2.655 0.537
H -2.156 2.241 0.982 0.508
H 1.132 2.850 0.049 0.170
H -2.341 -0.377 -1.788 0.301
H 2.941 2.390 2.498 0.198
H 3.352 3.158 0.953 0.197
H 2.052 -2.291 -0.535 0.488
H -0.492 -3.193 3.500 0.236
H -1.124 0.598 -2.628 0.385
H 0.956 3.525 1.656 0.170
```

Computed properties:
**M**: 553.76 g mol⁻¹
**Charge**: -2
**Orbital gap**: 1.448 eV
**LUMO**: 3.24 eV

***

Entry 6:
ORCA calculation (the ωB97M-V functional and the def2-TZVPD basis) on the ion C7H15F2N2O with charge +1.

```
27
Properties=species:S:1:pos:R:3:mulliken_spin:R:1
F -1.319 0.010 -0.710 0.001
F -0.641 2.005 -0.211 0.003
O 0.788 0.324 0.070 -0.282
N -0.867 0.443 1.617 0.044
N 0.094 0.915 2.552 1.851
C -2.210 1.149 1.997 0.413
C -0.451 0.794 0.160 0.239
C 1.945 -0.977 -3.139 0.000
C 0.501 -1.186 -2.704 0.001
C -0.992 -1.032 1.718 0.433
C 1.643 0.527 -1.132 -0.006
C 1.568 -0.802 -1.738 -0.007
H 1.333 1.307 -1.769 0.001
H 2.639 0.814 -0.809 0.003
H -2.413 0.831 2.994 -0.157
H 0.104 -2.193 -2.435 0.002
H 1.990 -0.027 -3.629 0.000
H -0.088 -1.408 1.321 0.127
H 1.945 -1.517 -1.038 0.002
H 2.531 -1.729 -3.723 0.000
H -2.058 2.198 1.990 -0.085
H -0.086 1.757 2.964 -0.325
H -1.821 -1.442 1.156 0.071
H -1.136 -1.233 2.866 -0.353
H -2.901 0.807 1.323 0.050
H -0.193 -0.516 -3.040 -0.001
H 0.095 0.182 3.349 -0.028
```

Computed properties:
**M**: 181.21 g mol⁻¹
**Charge**: +1
**Orbital gap (alpha / beta)**: 5.447 / 4.688 eV
**LUMO (alpha / beta)**: -2.43 / -9.16 eV
**<S²>**: 2.004
**Spin multiplicity**: 3

***

Calculated maximum force (eV/Å), listed in the same order as above: 3.916 3.996 2.859 6.880 1.241 4.493